A molecular structure, C48H40N5O3PSTm at a distorted geometry, computed with ωB97M-V with the def2-TZVPD basis set.

Geometry (Å):
Tm: -0.6326 0.7846 -0.1889
C: -3.1539 2.8939 1.0774
C: -3.1528 1.6731 1.8874
C: -3.7092 0.4651 1.1548
C: -4.9696 0.0027 1.3570
C: -5.3723 -1.2164 0.7237
C: -4.5092 -1.8579 -0.1563
C: -3.2638 -1.2416 -0.3942
N: -2.9451 -0.0705 0.2033
N: -2.0149 2.9970 0.0123
C: -0.8932 3.8676 0.5305
C: -0.2141 3.3404 1.7387
C: -0.1299 4.1728 2.8167
C: 0.6249 3.5992 3.8664
C: 1.0062 2.2785 3.9302
C: 0.6862 1.4417 2.7441
N: 0.1734 2.0748 1.6120
C: -2.5514 3.3967 -1.2880
C: -1.8178 2.7639 -2.5005
C: -2.7638 2.6411 -3.6052
C: -2.5285 1.7969 -4.5682
C: -1.2120 1.0306 -4.6452
C: -0.3952 1.2525 -3.3867
N: -0.6854 2.2141 -2.3732
H: -3.1367 3.7269 1.7549
H: -4.0922 3.0174 0.5073
H: -3.7253 1.8267 2.8077
H: -2.1164 1.4910 2.3033
H: -5.7310 0.4416 2.0330
H: -6.3698 -1.5654 1.0033
H: -4.8092 -2.8497 -0.5925
H: -2.4928 -1.6504 -1.0310
H: -1.4440 4.8649 0.9111
H: -0.1392 4.0952 -0.2098
H: -0.2192 5.2553 2.6814
H: 0.8958 4.2522 4.7090
H: 1.7051 1.8829 4.5988
H: 1.4393 0.7023 2.4104
H: -2.6805 4.5102 -1.3779
H: -3.5660 3.0547 -1.2757
H: -3.5876 3.3426 -3.6725
H: -3.2591 1.6269 -5.3156
H: -0.7760 1.2499 -5.6142
H: 0.6448 1.3495 -3.6884
C: 5.0829 -3.4616 1.9594
C: 5.1488 -1.9972 2.1261
C: 4.2594 -1.1455 1.5612
C: 3.3826 -1.7109 0.5741
C: 3.0370 -3.2194 0.6252
C: 4.0712 -4.0446 1.2747
P: 2.7627 -0.9109 -0.6534
C: 2.9955 0.8658 -0.9007
C: 3.1171 1.2595 -2.2153
C: 3.2867 2.5261 -2.6206
C: 3.3585 3.5348 -1.6454
C: 3.2443 3.1809 -0.3153
C: 3.0360 1.8133 0.0456
C: 2.2063 -1.7516 -2.1625
C: 3.0901 -2.5659 -2.6792
C: 2.7117 -3.2630 -3.8924
C: 1.4696 -3.0976 -4.4747
C: 0.6139 -1.9754 -4.0968
C: -0.3699 -1.5311 -4.8920
C: -1.3633 -0.4692 -4.2989
C: -1.0130 -0.0659 -2.8819
C: 0.1056 -0.6157 -2.0685
C: 0.8987 -1.4401 -2.7205
H: 5.8568 -4.0648 2.2653
H: 5.8530 -1.6649 2.8626
H: 4.5365 -0.0902 1.7635
H: 2.7780 -3.5731 -0.3813
H: 3.8869 -5.1633 1.3335
H: 3.0648 0.5445 -3.0059
H: 3.4139 2.8194 -3.6823
H: 3.4909 4.5497 -1.8873
H: 3.2844 3.9227 0.4865
H: 2.8324 1.4666 1.1378
H: 4.1742 -2.7345 -2.4406
H: 3.3739 -4.0023 -4.3728
H: 1.1331 -3.6206 -5.3771
H: -0.7417 -2.0815 -5.7236
H: -2.3154 -0.9467 -4.4665
H: -2.0002 0.1173 -2.3130
O: -0.2570 0.1570 3.2701
C: -0.2218 -0.8503 2.3600
N: -0.0082 -0.7715 1.1641
S: 1.8666 -3.1644 3.0175
O: 2.3898 -4.3748 3.6008
O: 1.8205 -3.4607 1.3818
C: 0.0937 -3.1956 3.3070
C: -0.4360 -4.2219 4.1368
C: -1.8002 -4.2817 4.4573
C: -2.6203 -3.2230 4.0992
C: -2.0217 -2.1823 3.3911
C: -0.6844 -2.1159 3.0290
H: 0.2539 -5.0151 4.4268
H: -2.0433 -5.1095 5.2516
H: -3.5908 -3.2464 4.4945
H: -2.6107 -1.2624 3.2748

Atomic forces in eV per Å
0.10 -0.26 0.85
0.36 1.49 -2.29
0.86 -1.79 1.21
0.50 1.23 -0.03
-2.18 -2.02 0.18
0.33 1.52 0.52
0.06 -0.78 -0.06
-1.17 0.68 0.76
1.29 -1.18 -0.53
0.26 -0.63 1.38
-2.65 2.62 0.62
-1.57 0.76 -0.42
1.09 -0.52 -0.49
0.73 -0.61 2.18
-1.22 1.43 -2.78
0.71 -1.93 0.37
-0.12 -0.47 0.22
1.12 1.04 0.24
-1.91 1.36 1.87
0.37 1.34 0.10
1.24 -1.52 -0.75
-2.10 0.47 -1.22
-0.18 0.22 -0.73
-0.51 0.68 0.50
0.48 0.75 0.14
0.28 -0.24 0.32
-0.21 0.07 -0.25
-0.94 -0.15 -0.58
1.01 -0.03 -0.32
0.41 -0.26 -0.44
0.61 1.23 0.35
-0.12 -0.21 -0.18
1.45 -1.70 -1.25
-0.16 -0.02 -0.75
-0.43 -0.53 0.33
0.04 -0.31 -0.34
0.58 -0.36 1.27
0.28 0.70 0.45
0.46 -0.64 -0.10
-0.54 -0.51 -0.56
-0.21 -0.29 0.41
-0.49 -0.06 -0.90
0.34 0.11 -0.15
0.29 -0.90 0.66
-2.05 1.09 -2.05
-0.90 -1.22 0.17
2.03 0.09 0.90
0.56 -1.33 1.15
-0.86 0.16 0.77
1.36 -0.85 0.66
-1.77 1.88 -2.54
-0.13 -1.70 -0.78
-0.05 -1.36 -1.71
0.48 2.55 -0.47
-0.17 -1.25 0.71
-0.33 -0.94 0.83
-0.33 1.37 3.68
-0.47 1.35 2.29
2.63 -1.79 -2.42
-1.92 -1.13 -1.61
1.48 0.60 -0.07
0.41 -0.55 0.78
-0.91 1.53 2.01
1.26 -1.31 -1.39
0.26 -0.60 1.42
-1.19 0.62 1.07
1.11 -0.75 -1.13
1.54 -1.12 1.34
0.41 0.45 -0.01
-1.12 -0.56 -0.57
0.10 0.05 0.43
0.40 1.60 -0.38
-0.01 -0.74 -0.28
-0.21 -0.51 0.77
0.19 1.07 -0.44
-0.03 -0.20 -0.35
0.59 1.14 -1.95
-1.35 0.46 0.58
-0.21 0.43 0.61
0.55 -0.12 0.36
0.20 -0.26 -0.78
-0.75 0.33 0.10
1.34 0.21 -0.65
0.36 1.02 -0.24
-1.26 -0.07 3.01
0.84 0.45 -3.45
-0.22 0.86 -0.51
0.37 -1.01 0.90
-0.83 0.37 -0.47
0.15 -1.57 1.19
0.33 -0.18 -1.33
1.53 -1.44 2.09
2.04 -0.49 -0.36
-1.52 1.08 0.62
-0.85 0.49 -0.28
-0.23 0.20 0.08
-0.11 1.67 -1.93
-1.39 0.51 0.04
0.15 -0.37 -0.23

## Properties
Multiplicity   3
Net charge   +1
<S²>   2.00
Kohn-Sham gap (alpha / beta)   5.59 / 5.60 eV

=====

A molecular structure, C42H32AsBrI2N8O10RuS2 at a distorted geometry, computed with ωB97M-V with the def2-TZVPD basis set.

Geometry (Å):
Ru: 0.8359 0.2241 -0.1633
N: -2.1616 1.0740 7.9346
C: -1.6074 0.5146 6.7803
C: -2.1744 0.7737 5.5300
C: -1.6503 0.1868 4.3941
C: -0.5511 -0.6569 4.4929
C: 0.0178 -0.9197 5.7249
C: -0.5120 -0.3429 6.8661
S: 0.0741 -1.3891 3.0141
O: 1.1585 -2.2663 3.3724
O: -1.0553 -1.9521 2.3130
N: 0.5683 -0.1266 2.1362
C: 1.5607 0.6976 2.5661
N: 1.9466 1.4911 1.5479
C: 2.8664 2.4122 1.7635
C: 3.4427 2.5416 3.0207
C: 3.0122 1.6508 3.9899
N: 2.0761 0.7248 3.7937
H: -2.6699 1.9300 7.7806
H: -1.5224 1.1512 8.7092
H: -3.0294 1.4353 5.4525
H: -2.0878 0.3836 3.4228
H: 0.8852 -1.5637 5.7769
H: -0.0690 -0.5496 7.8333
H: 3.1533 3.0276 0.9201
H: 4.2138 3.2695 3.2186
H: 3.4522 1.6739 4.9820
O: -1.4653 0.0894 -0.2065
As: -2.7635 -0.4163 -1.1050
C: -3.1253 0.7527 -2.5781
C: -2.5703 2.0246 -2.5259
C: -2.8483 2.9341 -3.5356
C: -3.6704 2.5682 -4.5902
C: -4.2336 1.2989 -4.6335
C: -3.9693 0.3888 -3.6217
C: -2.5401 -2.2279 -1.6553
C: -2.3796 -3.1554 -0.6254
C: -2.0360 -4.4610 -0.9314
C: -1.8500 -4.8378 -2.2551
C: -2.0011 -3.9115 -3.2760
C: -2.3426 -2.5986 -2.9788
C: -4.3240 -0.3264 0.0079
C: -5.2283 -1.3728 0.1140
C: -6.3440 -1.2381 0.9305
C: -6.5488 -0.0627 1.6356
C: -5.6406 0.9834 1.5293
C: -4.5267 0.8542 0.7166
H: -1.9034 2.2908 -1.7158
H: -2.4063 3.9210 -3.4941
H: -3.8748 3.2728 -5.3861
H: -4.8785 1.0183 -5.4564
H: -4.4288 -0.5929 -3.6503
H: -2.4425 -2.8463 0.4139
H: -1.8648 -5.1704 -0.1333
H: -1.5490 -5.8511 -2.4868
H: -1.8203 -4.1978 -4.3041
H: -2.3970 -1.8659 -3.7756
H: -5.0678 -2.2959 -0.4303
H: -7.0471 -2.0559 1.0200
H: -7.4155 0.0391 2.2762
H: -5.7967 1.8985 2.0856
H: -3.8076 1.6631 0.6504
Br: 0.2395 1.4337 -6.5366
C: 0.7794 -0.3511 -6.2087
C: 0.9088 -1.1791 -7.3157
C: 1.2931 -2.4979 -7.1540
C: 1.5519 -2.9869 -5.8828
C: 1.4223 -2.1636 -4.7776
C: 1.0332 -0.8311 -4.9246
I: 0.7957 0.3927 -3.2012
H: 0.7058 -0.7804 -8.3000
H: 1.3918 -3.1364 -8.0222
H: 1.8629 -4.0134 -5.7379
H: 1.6389 -2.5343 -3.7816
O: 5.7303 -3.8506 3.7240
N: 4.8616 -4.1459 2.9203
O: 4.3535 -5.2486 2.8400
C: 4.4084 -3.1164 1.9934
C: 4.9997 -1.8771 2.0356
C: 4.5588 -0.8991 1.1595
C: 3.4818 -1.1019 0.2498
O: 2.9460 -0.1902 -0.4681
C: 2.9770 -2.4423 0.2348
C: 3.3892 -3.4205 1.0879
N: 1.9320 -2.6554 -0.7940
O: 2.3676 -2.5104 -1.9712
O: 1.4406 -4.2880 -0.5817
N: 5.2660 0.3811 1.2246
O: 6.0191 0.5673 2.1706
O: 5.1357 1.1670 0.3071
H: 5.7934 -1.6610 2.7318
H: 2.9302 -4.3943 1.0756
I: 2.2948 -5.4491 -1.8809
C: 0.6716 -2.0244 -0.4417
H: 0.3330 -2.4723 0.4881
H: -0.0133 -2.2627 -1.2458
S: -0.2368 4.9377 -0.4686
C: 0.0836 3.3600 -0.6543
N: 0.3149 2.2209 -0.8144

Atomic forces in eV per Å
-0.32 -0.12 1.09
-0.04 -0.01 0.02
0.00 0.03 -0.03
0.04 -0.04 0.00
0.00 0.01 0.02
-0.22 -0.02 -0.03
0.09 -0.04 0.01
-0.01 0.01 -0.02
-0.12 0.05 0.22
0.00 0.02 -0.03
0.08 0.00 -0.01
0.09 -0.34 -0.21
-0.06 -0.04 -0.16
0.04 0.19 -0.03
0.04 -0.07 0.19
-0.03 0.04 -0.10
0.03 0.00 0.03
0.05 0.09 0.00
0.01 0.01 0.01
0.00 0.01 0.00
-0.01 0.01 0.02
0.01 -0.01 -0.02
0.00 -0.01 -0.01
0.01 0.00 0.01
0.00 -0.01 -0.01
0.01 0.00 0.00
-0.02 -0.01 0.01
0.00 0.16 -0.10
0.14 -0.10 0.18
0.02 -0.02 -0.01
0.06 -0.02 0.00
0.03 0.03 -0.01
-0.01 -0.01 -0.02
0.01 0.01 0.00
-0.08 -0.03 0.00
-0.04 -0.07 0.03
-0.02 0.01 0.05
0.01 -0.01 -0.02
0.01 -0.01 0.01
0.02 0.01 -0.01
0.11 0.04 -0.08
0.01 0.02 0.04
-0.06 -0.04 -0.05
0.01 0.00 0.01
-0.01 0.01 0.01
-0.01 -0.01 0.02
0.02 0.02 0.06
-0.04 -0.02 -0.01
0.00 0.00 0.00
0.00 0.01 0.00
0.00 0.00 0.00
0.03 0.00 0.01
-0.02 0.02 -0.03
0.00 0.00 0.00
0.01 -0.01 -0.01
0.00 0.00 0.00
-0.03 0.00 0.02
0.02 0.02 0.00
0.00 -0.01 0.00
0.00 0.00 0.00
-0.01 0.01 0.00
0.02 -0.02 -0.03
-0.04 0.08 0.04
-0.02 0.01 0.21
0.00 0.02 -0.03
0.01 -0.04 0.01
0.00 -0.02 -0.03
-0.03 0.25 0.26
-0.08 -0.08 0.05
-0.02 -0.06 -1.14
0.00 0.02 0.00
0.01 -0.01 -0.01
-0.01 -0.01 0.00
-0.07 -0.01 -0.11
0.00 -0.02 0.00
-0.01 0.06 -0.04
0.00 -0.02 0.02
0.03 -0.04 0.07
-0.16 -0.10 -0.15
0.05 0.21 0.13
0.02 -0.05 0.04
0.11 0.07 0.04
-0.10 -0.17 -0.08
0.04 0.14 -0.02
0.19 0.58 -0.14
-0.05 -0.16 0.46
0.04 -0.34 0.02
0.31 -0.22 -0.29
-0.17 0.08 0.09
-0.10 0.04 0.09
0.00 0.00 0.00
0.01 -0.03 -0.01
-0.05 0.01 -0.01
0.08 -0.19 -0.15
-0.07 0.11 0.04
-0.02 0.09 -0.14
-0.05 -0.18 -0.02
0.12 0.24 -0.04
0.15 -0.01 -0.19

## Properties
Multiplicity   6
Net charge   -1
<S²>   8.76
Kohn-Sham gap (alpha / beta)   6.85 / 7.27 eV

=====

A single C5H11N molecule at a distorted geometry, computed with ωB97M-V with the def2-TZVPD basis set.

Geometry (Å):
C: -1.8108 -1.3720 -0.6173
C: -1.0837 -1.2139 0.7060
C: -0.3542 0.1169 0.9513
C: 0.3733 0.6816 -0.2658
C: 1.6944 0.8547 -0.2076
N: 2.4747 1.6777 -1.0396
H: -2.4361 -2.2638 -0.6183
H: -2.4524 -0.5156 -0.8274
H: -1.0985 -1.4083 -1.4438
H: -0.4403 -2.0671 0.9146
H: -1.8267 -1.3019 1.5147
H: 0.4271 -0.1389 1.6712
H: -0.9318 0.8867 1.4580
H: -0.2171 1.2855 -0.9494
H: 2.2742 0.2783 0.5078
H: 2.0557 2.5927 -1.1663
H: 3.3522 1.9074 -0.5881

Atomic forces in eV per Å
0.25 0.29 -0.19
-1.25 0.22 1.02
1.32 -1.16 -0.71
-0.17 0.96 1.19
-0.07 -0.15 -0.23
0.27 0.57 0.27
0.09 -0.06 -0.10
-0.12 0.06 0.13
-0.03 -0.20 -0.03
0.39 0.06 -0.39
-0.04 0.00 -0.15
0.05 0.18 0.16
-0.46 0.00 -0.33
0.06 -0.17 -0.25
-0.04 0.07 0.10
-0.38 -0.25 -0.36
0.14 -0.43 -0.13

## Properties
Kohn-Sham gap   9.37 eV

=====

A molecular structure, C20H28ClIN5O4RbSSe2, computed with ωB97M-V with the def2-TZVPD basis set.

Geometry (Å):
Rb: 0.8887 -0.7066 -0.2912
N: -1.5416 1.4838 1.7145
C: -0.7234 1.5775 2.9351
C: -0.0281 0.2693 3.3429
O: -0.5708 -0.4024 4.2653
N: 1.0597 0.0042 2.6453
C: 1.7475 -1.2126 3.0770
C: 2.6442 -1.6939 1.9411
O: 3.7774 -1.1271 1.7962
O: 2.1864 -2.5383 1.1348
H: -2.2034 0.7209 1.8283
H: -0.9337 1.1941 0.9545
H: -1.3706 1.8831 3.7588
H: 0.0332 2.3487 2.7729
H: 1.0456 -2.0080 3.3425
H: 2.3846 -1.0222 3.9516
Cl: -3.6996 -6.5109 -1.1597
C: -2.9763 -4.9380 -1.4299
C: -2.8070 -4.4951 -2.7114
C: -2.2203 -3.2548 -2.9587
I: -1.9683 -2.6081 -4.9367
C: -1.7560 -2.3780 -1.9525
O: -1.1861 -1.2785 -2.1639
C: -1.9931 -2.8679 -0.5829
N: -1.6077 -2.0428 0.4112
C: -1.7252 -2.4371 1.6617
C: -2.2687 -3.6843 2.0124
C: -2.6966 -4.5284 1.0220
C: -2.5696 -4.1433 -0.3288
H: -3.1236 -5.1126 -3.5417
H: -1.3771 -1.7637 2.4436
H: -2.3334 -3.9568 3.0577
H: -3.1236 -5.4951 1.2554
C: -1.7322 1.5495 -3.3779
Se: -1.9646 1.5608 -1.4515
C: -2.5923 3.3950 -1.1750
C: -1.6132 4.4988 -1.5445
Se: -0.0124 4.5920 -0.4363
C: -0.9009 4.9106 1.2545
H: -2.6524 1.8058 -3.9010
H: -1.4614 0.5163 -3.5937
H: -0.9225 2.2059 -3.6930
H: -2.8440 3.4159 -0.1151
H: -3.5143 3.5453 -1.7419
H: -2.1019 5.4747 -1.5033
H: -1.2445 4.3563 -2.5609
H: -1.5825 5.7557 1.1693
H: -0.1226 5.1478 1.9765
H: -1.4147 4.0032 1.5706
C: 5.0053 -1.5745 -1.8872
N: 4.4496 -0.7165 -0.8740
C: 4.1757 0.5951 -0.9970
S: 4.4632 1.4872 -2.4158
N: 3.6452 1.1310 0.1262
C: 3.2444 2.5067 0.3065
H: 5.8765 -2.1014 -1.4921
H: 5.3032 -0.9747 -2.7427
H: 4.2748 -2.3181 -2.2127
H: 4.2275 -1.1351 0.0416
H: 3.6164 0.5103 0.9450
H: 3.4868 3.0647 -0.5944
H: 3.7710 2.9394 1.1600
H: 2.1731 2.5770 0.4926

Atomic forces in eV per Å
-0.12 0.39 -0.38
0.01 0.01 0.12
0.02 -0.04 -0.01
0.07 0.13 -0.05
0.07 -0.02 -0.05
-0.08 -0.06 0.15
0.10 -0.15 0.00
0.20 0.02 -0.25
-0.13 -0.07 0.14
0.17 -0.19 0.26
0.01 -0.02 -0.03
-0.06 0.05 0.07
-0.01 0.02 0.02
0.00 0.03 -0.02
-0.03 -0.02 0.00
-0.09 0.09 0.03
-0.06 -0.11 0.02
0.05 0.08 -0.05
-0.02 -0.03 0.02
0.07 0.20 -0.08
-0.02 -0.06 0.07
-0.06 0.03 -0.04
0.04 -0.09 -0.11
-0.13 -0.26 -0.06
0.06 -0.08 0.32
-0.01 0.09 -0.04
-0.06 -0.11 -0.13
0.04 0.08 0.13
0.05 0.24 -0.01
-0.01 -0.02 0.02
0.01 0.00 -0.06
-0.01 -0.02 -0.01
0.00 0.00 0.02
0.04 0.06 -0.05
-0.18 -0.02 -0.02
0.16 -0.06 -0.18
0.03 -0.10 0.06
0.09 0.01 -0.15
-0.05 -0.09 0.08
-0.04 0.01 0.05
-0.04 0.02 0.00
0.00 0.03 0.04
0.01 0.02 0.02
-0.04 -0.10 -0.01
-0.02 0.02 0.01
0.02 0.04 -0.01
-0.03 0.00 0.01
0.01 0.01 0.02
-0.03 0.04 0.02
-0.02 0.13 -0.05
-0.11 -0.01 0.04
0.04 0.09 0.17
-0.03 -0.02 -0.04
0.09 -0.17 -0.07
0.10 -0.07 -0.10
0.02 -0.01 0.00
0.01 0.02 -0.02
-0.03 -0.03 -0.01
0.04 -0.03 0.16
-0.08 0.05 -0.03
0.00 0.03 0.01
0.01 0.02 0.00
-0.07 -0.01 0.04

## Properties
Net charge   -2
Kohn-Sham gap   6.02 eV

=====

A molecular structure, C4H9N2O2 at a distorted geometry, computed with ωB97M-V with the def2-TZVPD basis set.

Geometry (Å):
O: 1.7005 -2.4152 -0.4121
C: 0.6078 -2.3592 0.1881
O: -0.0773 -3.1981 0.7998
C: 0.1642 -0.8305 0.3025
C: 0.5985 0.1451 -0.8812
C: -0.0650 1.4870 -0.7968
N: -0.1912 1.7019 1.0098
N: -1.2844 -0.8464 0.5265
H: 0.7133 -0.4414 1.1676
H: 1.6347 0.3062 -0.6410
H: 0.5146 -0.3326 -1.8583
H: 0.4121 2.1369 -1.4845
H: 0.3227 2.2739 0.0031
H: -0.9588 2.3997 1.0499
H: -1.1271 1.5570 -1.0447
H: -1.4843 0.0002 1.0361
H: -1.4805 -1.5846 1.0351

Atomic forces in eV per Å
0.31 -1.20 -0.28
0.71 2.16 -0.03
0.14 -0.15 -0.30
-0.88 -0.77 -0.66
-0.36 -1.58 1.66
-2.92 -2.80 -0.17
0.95 2.40 -2.49
1.45 5.23 -3.25
-0.14 -0.19 0.02
0.72 -0.01 -0.42
-0.08 0.14 0.00
0.91 1.32 -0.66
0.44 0.86 3.54
0.13 -0.27 -0.10
0.20 -0.43 -0.02
-0.38 0.02 0.16
-1.20 -4.73 3.01

## Properties
Net charge   -1
Kohn-Sham gap   7.11 eV

=====

Table of molar mass (g mol⁻¹), in record order: 966.9, 1382.6, 85.1, 840.3, 117.1